Entry from the Open Molecules 2025 dataset: C25H27N7O2PdS as an isolated structure (ωB97M-V/def2-TZVPD).

```
63
Properties=species:S:1:pos:R:3:forces:R:3:mulliken_spin:R:1
Pd -0.06695 0.32895 0.75920 0.03 0.09 0.04 1.4007
O 4.73972 -2.44201 -3.60093 -0.04 -0.02 0.02 0.0000
N 3.78915 -3.19065 -3.49035 0.12 -0.02 -0.09 0.0003
O 3.66486 -4.28436 -3.97060 -0.03 0.02 0.03 0.0005
C 2.64068 -2.66411 -2.71492 -0.07 0.02 0.03 -0.0008
C 1.41241 -3.05600 -3.09959 -0.02 0.05 0.06 0.0031
C 0.24983 -2.51712 -2.45276 0.02 -0.03 -0.03 0.0063
C -1.06247 -2.89296 -2.79982 0.00 -0.02 -0.02 -0.0061
C -2.12609 -2.33914 -2.12913 0.01 0.02 0.03 0.0166
C -1.87788 -1.40327 -1.12139 0.01 -0.05 -0.08 0.0058
N -0.64902 -1.03737 -0.78833 -0.04 0.02 0.10 0.1664
C 0.41398 -1.58066 -1.43154 0.01 0.03 0.05 0.0138
C 1.73360 -1.19782 -1.00771 -0.03 -0.01 -0.01 0.0354
N 1.83348 -0.32280 0.02758 -0.04 0.02 0.00 0.1356
C 3.02731 0.00642 0.49709 0.08 -0.02 -0.03 -0.0014
C 4.20224 -0.52022 -0.03809 -0.05 0.02 0.02 0.0230
C 4.12833 -1.38939 -1.10073 -0.01 0.00 0.00 -0.0014
C 2.86520 -1.74331 -1.62635 0.07 -0.03 -0.04 0.0015
H 1.30452 -3.77469 -3.90279 0.02 0.00 0.00 0.0003
H -1.22212 -3.61955 -3.58756 -0.01 0.00 0.00 0.0002
H -3.14507 -2.61378 -2.36358 0.00 0.00 0.00 -0.0001
H -2.69443 -0.94629 -0.57624 0.00 0.00 0.00 0.0049
H 3.05682 0.70200 1.32828 0.00 -0.01 0.01 0.0181
H 5.15725 -0.24358 0.38657 0.00 0.00 0.00 0.0017
H 5.03005 -1.80031 -1.53038 -0.01 0.00 -0.01 0.0000
C 1.53446 5.33760 -2.39956 -0.01 0.02 -0.02 -0.0031
N 1.78185 4.56530 -1.13347 0.01 -0.01 0.01 -0.0018
C 1.07934 5.20348 0.02578 -0.01 0.00 0.01 0.0100
C 1.52408 3.07495 -1.24449 -0.01 0.01 -0.01 0.0620
C 0.06002 2.71416 -1.34522 -0.03 -0.03 0.08 0.0416
C -0.62912 2.89746 -2.52192 -0.01 0.00 0.03 0.0674
C -2.02886 2.71853 -2.57521 -0.02 0.00 0.03 0.2203
C -2.75827 2.35239 -1.43167 0.00 0.00 -0.01 0.0341
C -2.07866 2.10284 -0.26406 0.02 0.01 -0.05 0.0989
C -0.65541 2.09266 -0.26958 0.04 -0.04 -0.02 0.6124
H 1.95099 6.33424 -2.27218 0.00 0.00 0.01 0.0002
H 0.46376 5.41636 -2.56517 0.00 -0.01 0.01 0.0016
H 2.02714 4.83761 -3.23018 0.01 0.00 0.01 0.0000
H 2.78509 4.64507 -0.94991 0.00 0.00 -0.02 0.0018
H 0.00815 5.18092 -0.16036 0.00 0.00 0.00 0.0034
H 1.41120 6.23586 0.10509 0.01 0.00 0.00 0.0011
H 1.32719 4.66401 0.93702 0.00 0.00 0.00 -0.0003
H 1.96664 2.62122 -0.35935 0.01 0.01 0.00 -0.0151
H 2.07063 2.73694 -2.12528 0.01 -0.01 0.01 0.0044
H -0.10899 3.20996 -3.41959 -0.02 0.00 -0.02 0.0056
H -2.55464 2.92928 -3.49932 0.01 0.01 -0.01 -0.0022
H -3.83835 2.28960 -1.47076 0.00 0.00 -0.01 0.0037
H -2.62894 1.85046 0.63672 0.01 0.00 0.01 0.0097
C 2.37908 -0.51954 5.95495 -0.02 0.00 0.00 0.0049
C 1.86428 -0.41799 4.52056 0.05 -0.02 0.01 0.0251
C 0.45822 -0.83673 4.34290 0.04 0.02 -0.03 0.1750
N -0.26266 -0.61604 3.21634 -0.12 -0.10 -0.10 0.1004
N -1.48362 -1.08275 3.26372 0.05 0.05 0.04 0.3276
C -1.74757 -1.68493 4.46530 0.02 -0.03 0.04 0.0359
N -2.91742 -2.20575 4.71526 0.00 0.01 -0.03 0.3300
S -0.39772 -1.66767 5.55868 -0.02 0.04 -0.01 -0.0100
H 3.41302 -0.18595 5.99945 0.00 0.00 0.00 -0.0004
H 2.36379 -1.55024 6.31482 0.00 0.00 0.00 0.0000
H 1.80074 0.10813 6.63401 0.01 0.00 -0.01 0.0004
H 2.46231 -1.05973 3.85743 -0.01 0.01 -0.02 0.0327
H 1.95589 0.59943 4.12602 -0.02 0.00 0.00 0.0204
H -3.65472 -2.16163 4.01664 0.01 0.00 -0.01 -0.0102
H -3.13771 -2.66211 5.59670 -0.01 0.00 0.00 -0.0123
```
Positions in Å, forces in eV/Å.

Output
Kohn-Sham gap (alpha / beta), hartree: 0.3067 / 0.1818
DFT total energy, Eh: -2027.0201
HOMO (alpha / beta), eV: -19.45 / -19.44
Charge: +4
Multiplicity: 5

=====

Entry from the Open Molecules 2025 dataset: C25H28AuBrIN4O2S as an isolated structure (ωB97M-V/def2-TZVPD).

```
63
Properties=species:S:1:pos:R:3:forces:R:3:mulliken_spin:R:1
Au -0.56324 -0.35683 0.70672 0.21 0.03 -0.93 0.6235
C 4.15457 -0.82710 0.51459 0.03 0.12 -0.02 -0.0019
C 3.64182 0.46876 -0.04554 0.03 0.07 -0.11 0.0321
N 4.49379 1.39559 -0.41389 -0.27 0.13 -0.02 -0.0045
C 4.03221 2.57006 -0.91815 0.26 -0.47 0.16 0.0295
C 2.70602 2.86510 -1.04718 -0.08 0.10 -0.06 -0.0122
C 2.31950 4.23810 -1.54652 -0.12 -0.12 -0.19 -0.0006
O 1.41117 4.22602 -2.65447 0.12 -0.01 0.28 0.0007
C 1.75537 1.89264 -0.62850 -0.22 -0.12 0.01 -0.0285
C 0.36852 2.28853 -0.61921 -0.04 0.15 -0.04 -0.0022
N -0.60961 1.79450 0.06724 -0.30 -0.03 0.14 0.1434
C -1.80664 2.57696 0.16788 0.19 0.08 -0.01 0.0211
C -1.72597 3.97515 0.19261 0.10 -0.02 0.00 0.0108
C -2.85318 4.76815 0.31351 0.00 0.02 0.00 -0.0028
C -4.10665 4.18609 0.44084 0.03 0.02 -0.01 0.0048
C -4.21172 2.80616 0.45931 -0.01 0.06 0.02 -0.0133
C -3.07247 2.02516 0.33232 -0.08 -0.23 -0.03 -0.0035
I -3.37727 -0.04220 0.38231 0.10 0.00 0.04 0.1461
C 2.21927 0.65005 -0.17415 -0.23 -0.42 0.15 0.0131
O 1.47172 -0.40168 0.08418 0.36 0.34 -0.09 0.2547
H 5.22004 -0.73276 0.71061 -0.03 0.00 -0.01 0.0001
H 3.99707 -1.65017 -0.18700 0.00 0.05 0.01 0.0007
H 3.62569 -1.08551 1.43423 0.02 0.02 -0.05 0.0017
H 4.78936 3.29788 -1.19468 -0.04 -0.10 0.01 0.0007
H 3.22971 4.77979 -1.79907 0.05 0.07 -0.02 0.0000
H 1.82486 4.80408 -0.75784 -0.10 0.05 0.01 -0.0003
H 1.88593 3.95307 -3.44560 0.04 -0.02 0.01 0.0003
H 0.15077 3.15792 -1.23576 0.02 0.07 0.09 -0.0008
H -0.75193 4.44447 0.14080 -0.04 0.02 0.03 -0.0018
H -2.74563 5.84675 0.32764 -0.01 -0.10 -0.01 0.0002
H -4.99570 4.79547 0.54208 0.06 -0.02 0.00 0.0002
H -5.17942 2.33512 0.57855 0.05 0.03 -0.01 -0.0054
Br -0.39747 -0.31483 7.46227 0.00 0.00 0.05 0.0005
C -0.45401 -0.34263 5.57650 -0.01 0.03 0.01 -0.0226
C -0.18662 -1.52593 4.90777 0.01 -0.05 -0.09 0.0275
C -0.22513 -1.54899 3.51567 0.02 -0.05 -0.02 -0.0598
C -0.52731 -0.38185 2.84172 -0.08 0.02 0.22 0.5548
C -0.80084 0.80415 3.49893 0.02 0.00 0.04 -0.0083
C -0.76185 0.82229 4.89158 0.00 0.00 -0.13 0.0308
H 0.05089 -2.42634 5.46023 -0.01 0.05 -0.01 0.0043
H -0.01296 -2.47513 2.98864 -0.02 0.11 0.06 0.0133
H -1.03930 1.71722 2.95964 0.02 -0.10 0.05 0.0182
H -0.97030 1.73717 5.43067 0.01 -0.03 0.00 0.0052
C 2.32087 -4.44874 -1.78240 -0.03 -0.03 0.02 0.0017
C 1.90287 -2.98553 -1.80808 -0.16 -0.23 -0.34 -0.0012
N 0.56378 -2.80988 -2.40214 0.25 0.01 0.37 0.0193
C -0.60242 -2.80200 -1.75763 -0.04 -0.04 -0.16 0.0220
S -0.71359 -2.81919 -0.02196 0.03 0.10 0.20 0.1675
N -1.69920 -2.85566 -2.52309 -0.23 0.03 0.27 0.0220
C -3.09025 -3.02580 -2.07740 0.18 -0.17 -0.12 -0.0009
C -3.54353 -4.47604 -2.15962 0.06 -0.02 0.00 0.0030
H 3.31667 -4.54459 -1.33938 -0.13 0.02 -0.06 0.0001
H 2.35725 -4.87496 -2.78847 0.00 0.02 0.08 0.0005
H 1.62019 -5.03295 -1.17923 0.08 0.04 -0.05 -0.0006
H 2.59542 -2.39200 -2.40526 -0.04 0.04 0.00 0.0013
H 1.88062 -2.57150 -0.81770 -0.07 0.23 0.37 -0.0027
H 0.52489 -2.91200 -3.40443 0.01 0.02 -0.10 -0.0007
H -1.55495 -2.97785 -3.51375 0.01 0.01 -0.09 -0.0012
H -3.71318 -2.38495 -2.69883 0.00 0.06 -0.02 0.0012
H -3.15101 -2.67503 -1.05699 0.04 0.08 0.13 -0.0005
H -3.51271 -4.84735 -3.18724 0.00 0.02 0.08 0.0004
H -4.57030 -4.56546 -1.79850 0.07 0.01 -0.05 0.0000
H -2.90450 -5.10895 -1.53941 -0.06 0.03 -0.04 -0.0009
```
Positions in Å, forces in eV/Å.

Output
Kohn-Sham gap (alpha / beta), hartree: 0.2687 / 0.2086
DFT total energy, Eh: -4744.2375
HOMO (alpha / beta), eV: -10.65 / -10.87
Charge: +1
Multiplicity: 3

=====

Entry from the Open Molecules 2025 dataset: C25H28BN7O2V as an isolated structure (ωB97M-V/def2-TZVPD).

```
64
Properties=species:S:1:pos:R:3:forces:R:3:mulliken_spin:R:1
H -0.84840 -3.24043 -1.71789 -0.18 -0.08 -0.04 -0.0046
N -1.74909 -1.44420 -2.36518 -1.45 -2.21 -2.42 -0.0424
B -2.95051 0.39564 -3.69630 0.56 0.14 0.19 0.0029
N -2.63440 -1.10718 -3.40551 0.77 -0.87 1.46 0.0440
C -2.98922 -2.23311 -4.03383 0.31 -0.43 0.19 0.0629
V -1.07132 -0.01664 -1.29762 3.33 0.86 0.35 2.5536
H -3.69990 -2.19046 -4.85377 0.24 -0.11 0.18 0.0053
C -2.31747 -3.31972 -3.45216 -0.17 0.32 -0.20 0.0010
H -2.38986 -4.35348 -3.73368 -0.05 -0.05 -0.09 0.0010
C -1.53519 -2.79214 -2.42110 -1.07 1.95 -0.62 0.0595
H -3.71150 0.54524 -4.60667 -0.14 -0.14 0.09 -0.0007
C 2.64849 3.20776 -0.42223 -0.74 -0.42 -0.16 -0.0041
H 2.77279 3.63872 0.57104 0.02 0.04 -0.10 0.0001
H 1.77235 2.52896 -0.42106 0.42 0.34 0.10 0.0090
H 2.47661 3.98871 -1.16587 0.09 0.00 0.17 0.0005
N -1.58533 1.06017 -4.05570 1.13 0.01 0.81 0.0275
N -3.43961 1.10689 -2.39516 0.53 -0.19 1.89 0.0248
N -0.56512 0.97871 -3.12019 0.08 0.60 -1.26 -0.0655
N -2.64513 1.01691 -1.23737 -3.31 2.29 -0.49 -0.0293
C -1.16097 1.74323 -5.13087 0.29 -0.19 0.57 0.0260
C -4.46667 1.92254 -2.13501 0.14 0.24 0.62 0.0627
H -1.82157 1.90383 -5.96405 -0.01 0.04 -0.08 0.0022
H -5.22896 2.09709 -2.88388 0.14 0.05 0.14 0.0053
C 0.15761 2.12348 -4.91806 -0.22 -0.17 0.16 0.0003
C -4.34472 2.42027 -0.82655 0.05 -0.20 -0.46 -0.0064
C 0.50279 1.62849 -3.65159 -1.56 -0.47 -0.18 0.0115
C -3.18352 1.85156 -0.29462 -0.07 -1.11 -2.05 0.0724
H 0.77223 2.67881 -5.59360 0.19 0.13 -0.14 0.0003
H -5.01385 3.09473 -0.32845 -0.10 0.10 -0.01 0.0009
H 1.44401 1.71283 -3.12858 -0.15 -0.10 0.11 0.0064
H -2.68880 1.96095 0.65995 -0.15 -0.07 -0.04 -0.0112
H 3.51818 2.62199 -0.69770 0.19 -0.01 0.01 -0.0001
C -0.32555 -2.04840 5.58045 -0.08 -0.09 0.18 0.0001
C -0.09709 -0.81660 4.74303 -0.05 0.25 -0.09 -0.0021
C -1.05590 0.19733 4.74351 -0.06 0.01 -0.08 0.0010
C -0.90508 1.34328 3.96136 0.29 -0.05 0.09 -0.0004
C 0.21688 1.47212 3.15059 -0.20 -0.33 -0.01 -0.0018
C 1.15997 0.43575 3.09902 -0.47 0.11 0.51 0.0024
N 2.23877 0.59002 2.21397 0.96 0.50 -0.30 0.0013
C 2.73696 -0.31656 1.27891 0.15 -0.24 -0.21 0.0031
C 4.07626 -0.22688 0.86169 -0.15 -0.20 0.10 -0.0018
C 4.58428 -1.14444 -0.05494 -0.21 0.00 -0.13 0.0017
C 3.78114 -2.18024 -0.54831 0.07 -0.20 -0.02 0.0027
C 2.44728 -2.27621 -0.14876 0.41 0.26 0.18 -0.0173
C 1.92435 -1.31807 0.71044 0.02 0.57 0.11 0.0304
C 0.43795 -1.19250 0.85774 -0.75 0.07 0.69 0.0047
O -0.24112 -1.99808 1.48125 0.35 0.47 -0.83 0.0198
O -0.03311 -0.10301 0.24983 0.96 -1.27 1.63 0.1440
C 1.05493 -0.68336 3.95334 -0.22 0.49 -0.49 0.0026
C 2.13371 -1.71614 3.97653 0.25 -0.41 0.15 0.0001
H -0.39547 -2.95456 4.96259 0.09 0.23 0.07 -0.0001
H 0.47945 -2.20310 6.31063 -0.14 0.01 -0.14 0.0000
H -1.26356 -1.95661 6.13892 0.17 -0.02 -0.10 0.0001
H -1.93843 0.07494 5.37381 0.18 0.08 -0.20 0.0001
H -1.66247 2.12630 3.97307 0.17 -0.16 0.06 0.0000
H 0.35497 2.34319 2.50562 -0.09 -0.28 0.13 -0.0013
H 2.70053 1.49682 2.22147 -0.27 -0.44 -0.01 0.0001
H 4.71059 0.55698 1.28564 -0.15 -0.26 -0.15 -0.0001
H 5.61949 -1.05155 -0.38974 -0.30 -0.06 0.13 0.0000
H 4.18566 -2.91280 -1.25051 -0.05 0.26 0.26 -0.0001
H 1.79261 -3.07811 -0.49273 0.21 0.23 -0.09 -0.0053
H 1.99404 -2.47496 3.19299 0.00 0.17 0.12 0.0002
H 3.12847 -1.27512 3.84487 -0.22 -0.01 -0.09 0.0001
H 2.13557 -2.23955 4.93699 0.02 0.05 -0.16 -0.0002
```
Positions in Å, forces in eV/Å.

Output
Kohn-Sham gap (alpha / beta), hartree: 0.2761 / 0.2936
DFT total energy, Eh: -2472.2083
HOMO (alpha / beta), eV: -6.87 / -7.39
Multiplicity: 4